Record 1
ORCA calculation (ωB97M-V/def2-TZVPD) on a molecular structure, C7H28BCsN6O5 in a non-equilibrium geometry.

```
! RIJCOSX wB97M-V def2-TZVPD def2/J DEFGRID3
* xyz 0 1
Cs 0.7908 -2.8784 2.1703
B -0.0359 -0.5407 0.1264
H 0.9505 -0.1878 -0.1320
H -0.7966 0.0471 -0.3634
H -0.1659 -1.5955 -0.0602
H -0.1856 -0.4335 1.1896
C 2.7823 -0.1125 -2.5839
O 3.4906 0.0352 -3.4721
N 2.7582 -1.2178 -1.8972
N 2.0023 0.8230 -2.0805
H 2.2447 -1.1399 -1.0310
H 3.3811 -1.9928 -2.0743
H 1.7735 1.7140 -2.4975
H 1.3605 0.5349 -1.3558
C 3.2986 0.5600 3.1231
O 2.8980 -0.5535 3.2628
N 2.6297 1.5348 2.5030
N 4.5359 0.9321 3.2753
H 1.6943 1.3352 2.1787
H 3.0776 2.4345 2.4028
H 5.2252 0.2484 3.5536
H 4.6128 1.9366 3.3472
C -0.7657 -2.9240 -2.8063
O -1.0732 -3.7431 -3.7226
N 0.1244 -3.1417 -1.8877
N -1.3791 -1.8170 -2.4858
H 0.7508 -3.9317 -1.8263
H 0.0068 -2.5027 -1.1145
H -2.1785 -1.4459 -2.9791
H -0.9238 -1.2173 -1.8125
C -1.4609 4.4928 0.6699
C -1.2197 2.9324 0.8592
O -0.2059 2.4280 -0.0182
H -2.3382 4.9082 1.1657
H -1.6214 4.6627 -0.3947
H -0.5721 5.0992 0.8444
H -2.2149 2.5610 0.6145
H -1.1934 2.6725 1.9174
H -0.3113 1.4870 -0.1766
C -4.1233 -1.2236 -0.3176
C -3.3483 -1.6595 0.9142
O -2.7858 -0.5687 1.6188
H -3.9910 -2.0299 -1.0390
H -3.7088 -0.3363 -0.7963
H -5.1960 -1.1470 -0.1396
H -2.6316 -2.4233 0.6126
H -3.9955 -2.2693 1.5445
H -1.9664 -0.3463 1.1708
*
```

Energy above the lowest of the compared OMol25 structures with the same formula, charge and spin, kcal per mole: 0.0
Molar mass, Da: 420.06
Maximum force, eV Å⁻¹: 8.30
Gap between HOMO and LUMO, eV: 8.11

Atom charges from the Mulliken analysis, given in e for atoms 1 to 4: Cs 1.084; B 2.161; H -1.083; H -0.223

Record 2
ORCA calculation (ωB97M-V/def2-TZVPD) on a molecular structure, C7H28N14O7Y in a non-equilibrium geometry.

```
! RIJCOSX wB97M-V def2-TZVPD def2/J DEFGRID3
* xyz 3 1
Y -0.0458 -0.7869 0.3920
C 2.2252 0.0392 -2.1044
O 1.4186 -0.2951 -1.2810
N 2.6701 1.2069 -2.1621
N 2.8217 -0.8434 -2.8446
H 2.7193 1.7916 -1.3401
H 3.3145 1.3592 -2.9247
H 3.3123 -0.5332 -3.6712
H 2.6020 -1.7699 -2.5079
C -3.5673 -1.4225 0.3860
O -2.3658 -1.1965 0.5227
N -3.9783 -2.4278 -0.3595
N -4.5104 -0.5795 0.7127
H -4.9345 -2.4432 -0.6845
H -3.4763 -3.2883 -0.1931
H -4.1654 0.3258 0.9984
H -5.4454 -0.8058 0.4048
C 3.3554 -0.8973 1.4734
O 2.1851 -1.0166 1.1986
N 3.7962 -0.2148 2.4125
N 4.3319 -1.5888 0.9466
H 4.7848 -0.1224 2.5977
H 3.1886 0.5175 2.7511
H 4.0545 -2.2153 0.2045
H 5.2132 -1.6201 1.4388
C 0.5237 2.6374 1.0683
O 0.4597 1.4540 0.7931
N 1.5965 3.4246 0.9108
N -0.5135 3.3630 1.4169
H 1.4407 4.4224 0.9234
H 2.4283 2.9591 0.5768
H -1.3668 2.8402 1.5535
H -0.4916 4.3126 1.7601
C -1.6581 1.7047 -1.8683
O -1.1104 0.8739 -1.1085
N -1.5164 1.7794 -3.1301
N -2.6502 2.4400 -1.4986
H -0.7846 1.3968 -3.7116
H -2.1712 2.4285 -3.5425
H -2.9687 2.5646 -0.5482
H -2.9892 2.8700 -2.3473
C -0.0091 -0.1255 3.9580
O -0.2105 -0.2532 2.7578
N -0.1758 1.0691 4.5936
N 0.3691 -1.0399 4.7744
H -0.0122 1.0558 5.5902
H -0.8029 1.7809 4.2471
H 0.5116 -1.9740 4.4176
H 0.5054 -0.9322 5.7694
C -0.8614 -2.6028 -2.4778
O -0.5286 -2.0869 -1.3983
N -2.0388 -2.5213 -2.9749
N -0.0972 -3.1296 -3.3428
H -2.1409 -2.9811 -3.8684
H -2.6922 -2.3047 -2.2359
H 0.8923 -3.2249 -3.1644
H -0.4413 -3.3741 -4.2603
*
```

Energy above the lowest of the compared OMol25 structures with the same formula, charge and spin, kcal per mole: 89.3
Molar mass, Da: 509.30
Maximum force, eV Å⁻¹: 8.29
Gap between HOMO and LUMO, eV: 10.83

Atom charges from the natural (NBO) analysis, given in e for atoms 1 to 4: Y 2.218; C 0.789; O -0.742; N -0.773

Record 3
ORCA calculation (ωB97M-V/def2-TZVPD) on 7 unconnected molecules or ions with the total composition C7H28N2O7.

```
! RIJCOSX wB97M-V def2-TZVPD def2/J DEFGRID3
* xyz 0 1
N 3.1142 -3.4381 -2.1811
C 1.8302 -3.8925 -1.9409
N 0.9188 -2.9136 -1.6165
O 1.5358 -5.0713 -1.9855
H 3.7095 -4.1190 -2.6112
H 3.2416 -2.4470 -2.2927
H 1.1549 -1.9439 -1.7421
H -0.0033 -3.2062 -1.3583
C -1.5601 -2.1359 2.4790
O -1.8705 -2.8812 3.6333
H -1.4490 -1.0672 2.6874
H -0.6591 -2.4665 1.9459
H -2.3896 -2.2593 1.7835
H -1.1446 -2.8268 4.2597
C -1.1459 4.4690 1.8361
O -0.2702 3.3538 1.6182
H -1.1266 4.7510 2.8883
H -0.8109 5.3507 1.2809
H -2.1461 4.2218 1.4904
H 0.4869 3.6690 1.1206
C 2.3599 1.1613 2.4636
O 2.6092 1.8360 3.6878
H 3.2346 0.5855 2.1467
H 1.4843 0.5347 2.5908
H 2.1724 1.8790 1.6508
H 3.5268 2.1177 3.6995
C -4.3424 -0.0801 -1.1647
O -3.7247 1.1852 -1.0803
H -4.9923 -0.1084 -2.0370
H -3.6136 -0.8953 -1.2384
H -4.9534 -0.2926 -0.2768
H -2.8610 1.0859 -0.6636
C -0.4943 0.8805 -0.4790
O -1.3765 0.9537 0.6395
H -0.6803 1.7077 -1.1719
H 0.5468 0.9025 -0.1443
H -0.6603 -0.0660 -0.9892
H -1.0759 1.6911 1.1919
C 1.7892 -0.1320 -3.7016
O 2.0980 -0.2904 -2.3094
H 2.0596 0.8605 -4.0505
H 2.3381 -0.8927 -4.2567
H 0.7253 -0.3105 -3.8530
H 2.4142 0.5398 -1.9494
*
```

Energy above the lowest of the compared OMol25 structures with the same formula, charge and spin, kcal per mole: 65.4
Molar mass, Da: 252.31
Maximum force, eV Å⁻¹: 0.90
Gap between HOMO and LUMO, eV: 9.56

Atom charges from the natural (NBO) analysis, given in e for atoms 1 to 4: N -0.862; C 0.774; N -0.872; O -0.659

Record 4
ORCA calculation (ωB97M-V/def2-TZVPD) on 7 unconnected molecules or ions with the total composition C7H28O7 in a non-equilibrium geometry.

```
! RIJCOSX wB97M-V def2-TZVPD def2/J DEFGRID3
* xyz 1 2
C 0.3924 -4.2148 -0.6698
O -0.6905 -4.2044 -1.5993
H 0.7630 -5.2264 -0.5038
H 1.2463 -3.6827 -1.0893
H 0.0366 -3.7403 0.2447
H -0.3000 -4.3174 -2.4690
C -0.8329 0.4267 2.9504
O -0.3055 0.4944 4.2700
H -0.1033 0.8449 2.2569
H -1.0731 -0.5938 2.6521
H -1.7783 0.9691 2.9401
H -0.3944 -0.3518 4.7146
C 1.8516 1.9565 0.2696
O 0.5462 2.2611 -0.0889
H 1.8817 1.1449 0.9966
H 2.4421 1.6685 -0.6002
H 2.4110 2.7596 0.7492
H 0.2226 2.8594 0.5885
C -3.7791 2.2583 -0.3167
O -3.8218 0.9709 0.2679
H -4.7685 2.5460 -0.6724
H -3.4116 3.0930 0.2803
H -3.2247 2.2054 -1.2537
H -2.9404 0.6151 0.1332
C 1.1335 2.2895 -3.5395
O 0.0618 2.4955 -2.6766
H 2.0721 2.5637 -3.0579
H 1.2190 1.2671 -3.9075
H 1.0344 2.8803 -4.4501
H 0.3722 2.2830 -1.7934
C -0.2484 -0.7622 -1.1563
O -1.2098 0.0985 -0.5513
H 0.3696 -1.3651 -0.4909
H -0.7990 -1.3360 -1.9018
H 0.5343 -0.2096 -1.6760
H -0.6848 0.8395 -0.2400
C 1.8151 -1.8544 2.2171
O 2.3685 -2.8125 1.3263
H 0.9011 -1.3925 1.8440
H 1.5352 -2.2895 3.1765
H 2.5499 -1.0564 2.3243
H 2.6056 -2.3812 0.5021
*
```

Energy above the lowest of the compared OMol25 structures with the same formula, charge and spin, kcal per mole: 59.8
Molar mass, Da: 224.29
Maximum force, eV Å⁻¹: 2.54
Gap between HOMO and LUMO (spin up / spin down), eV: 9.83 / 2.57

Atom charges from the natural (NBO) analysis, given in e for atoms 1 to 4: C -0.244; O -0.725; H 0.184; H 0.146